1.
A molecular structure, C16H24B2F8K2O12. Source: the Open Molecules 2025 dataset; level of theory: the ωB97M-V functional and the def2-TZVPD basis.

Structure (XYZ):
```
64
Properties=species:S:1:pos:R:3:forces:R:3:mulliken_charge:R:1
K -1.420644 2.087922 -0.704901 0.1 0.2 -0.2 0.97
K 3.025694 3.480732 -0.996703 -0.1 0.4 -0.3 1.02
B -0.057145 5.354785 -1.869007 0.0 1.7 0.1 0.45
F 1.359290 5.173175 -2.002162 0.7 0.0 -1.3 -0.44
F -0.366111 6.708516 -1.729926 0.3 -0.4 0.0 -0.35
F -0.852095 4.844394 -2.894444 0.5 -0.7 0.1 -0.40
F -0.222341 4.687498 -0.666657 -1.4 -1.3 1.3 -0.28
B 1.387108 1.062859 -0.198869 0.4 -2.7 -0.9 0.13
F 0.309844 0.191932 -0.080348 -0.9 0.4 1.1 -0.13
F 2.508955 0.460595 0.286738 1.2 -0.2 0.8 -0.36
F 1.509252 1.216048 -1.552015 0.6 0.6 -2.8 -0.29
F 1.262708 2.327740 0.257560 -1.2 1.9 2.1 -0.32
C -2.494440 1.873029 3.617535 2.4 -0.3 1.5 -1.26
C -1.601781 3.097944 3.976326 -2.0 -2.7 -0.7 0.56
C -0.396113 3.299707 3.138821 0.7 1.2 -0.6 -0.17
O -0.624372 4.704144 2.812529 6.4 -1.7 -2.0 -0.29
C -1.801615 5.063041 2.963480 -4.3 6.2 1.5 0.71
O -2.210934 6.225963 2.807716 0.6 -3.2 -0.3 -0.63
O -2.485895 4.122353 3.585237 -1.3 0.2 0.9 -0.36
H -3.046655 1.761633 4.550680 -1.0 -0.3 -0.7 0.40
H -1.836424 1.005265 3.571741 0.0 -0.2 -0.1 0.37
H -2.991524 1.989424 2.654490 -0.3 0.2 0.5 0.22
H -1.361701 3.074561 5.039300 -0.2 0.5 0.1 0.29
H -0.291171 2.680470 2.247963 -0.5 0.2 -0.3 -0.15
H 0.579089 3.203099 3.616040 -0.2 0.3 0.4 0.27
C 1.550091 -3.079870 -0.107545 -0.2 0.2 -0.2 -1.36
C 0.677887 -4.351385 -0.319445 0.5 0.7 1.8 0.42
C 1.182516 -5.608183 0.487691 1.2 1.4 -1.0 -0.46
O 0.139257 -5.892523 1.339415 -0.9 -1.7 1.8 -0.37
C -0.872655 -5.039767 1.223610 -2.4 -1.5 0.3 0.70
O -1.991489 -5.139866 1.668898 0.9 -0.4 1.0 -0.60
O -0.592596 -4.119202 0.395096 1.5 2.7 -3.3 -0.27
H 2.610514 -3.257659 -0.286430 0.0 -0.2 0.0 0.40
H 1.439725 -2.608146 0.868875 0.0 -0.9 0.6 0.34
H 1.286219 -2.184506 -0.670390 -0.4 -0.5 -0.8 0.26
H 0.496930 -4.595047 -1.366333 -0.3 0.2 0.1 0.29
H 2.052022 -5.349226 1.091838 0.1 0.0 -0.1 0.28
H 1.434086 -6.475940 -0.122062 -0.2 0.1 -0.1 0.30
C -4.812625 -3.139133 2.690351 0.0 0.3 0.4 -1.27
C -4.319908 -1.700202 2.637114 -0.1 -0.3 2.8 0.26
C -2.963469 -1.428130 3.408649 -2.4 -1.5 0.8 -0.23
O -2.008229 -1.382739 2.382815 0.3 0.5 0.7 -0.27
C -2.644894 -1.235617 1.236242 -0.2 -0.3 -2.9 0.77
O -2.099224 -1.089641 0.164532 -1.0 0.3 1.4 -0.58
O -4.008951 -1.337263 1.388128 2.3 1.2 -3.7 -0.40
H -5.298176 -3.228359 3.662142 0.0 -0.6 0.0 0.38
H -3.983566 -3.836350 2.569327 0.2 0.0 0.3 0.22
H -5.510149 -3.424619 1.902909 -0.2 0.5 0.0 0.35
H -5.006889 -0.935856 3.000331 -0.6 -0.5 0.2 0.40
H -2.801790 -2.282678 4.065705 0.5 0.2 0.1 0.40
H -3.127495 -0.514944 3.980734 0.8 0.0 -0.2 0.06
C 3.647993 0.150241 -3.625010 1.2 -0.7 -2.2 -1.17
C 3.605036 -0.167377 -5.202583 -0.6 -0.5 1.0 0.50
C 3.544086 1.018225 -6.049308 -4.1 2.7 1.3 -0.53
O 4.250823 0.770969 -7.176601 -2.1 4.1 -2.8 -0.27
C 5.076209 -0.122817 -6.976282 6.8 -4.3 -0.6 0.68
O 6.070151 -0.361723 -7.697359 -3.4 0.1 2.5 -0.61
O 4.773418 -0.731814 -5.779614 2.1 -1.4 0.4 -0.40
H 3.215766 1.092516 -3.288247 -0.8 -0.3 -0.6 0.20
H 4.710727 0.353118 -3.492587 0.3 -0.6 0.5 0.45
H 3.288013 -0.712813 -3.064968 0.2 0.3 0.2 0.23
H 2.802042 -0.828918 -5.527639 -0.2 -0.3 0.7 0.31
H 3.795387 1.911050 -5.476749 0.8 0.3 -0.5 0.29
H 2.512231 1.169364 -6.366373 -0.1 0.3 0.1 0.31
```
Forces are in eV/Å.

Values from the calculation:
Multiplicity: 1
Kohn-Sham gap: 9.76 eV
Total energy: -3575.9902 Eh
ΔE to the lowest compared entry with this formula, charge and spin: 98.7 kcal/mol



2.
A molecular structure, C16H24BN9PtS2. Source: the Open Molecules 2025 dataset; level of theory: the ωB97M-V functional and the def2-TZVPD basis.

Structure (XYZ):
```
53
Properties=species:S:1:pos:R:3:forces:R:3:mulliken_charge:R:1
Pt 0.389979 0.860313 1.116561 0.3 -0.3 0.4 0.90
C -0.802577 3.162180 -2.123816 0.0 0.0 -0.1 -0.83
N -1.870257 2.979315 -1.149047 0.0 0.0 0.1 0.36
C -3.206329 2.844968 -1.431163 0.0 0.0 -0.1 -0.53
C -3.832366 2.655496 -0.244033 0.0 0.0 0.0 -0.60
N -2.891303 2.684048 0.753905 0.1 0.1 0.1 0.45
B -3.225396 2.543294 2.287005 0.1 -0.1 -0.1 -0.42
N -3.148677 1.013314 2.646434 0.0 0.0 0.0 0.46
C -4.220299 0.151288 2.630470 -0.1 0.1 0.0 -0.43
C -3.802300 -1.061479 3.059585 0.0 -0.1 0.0 -0.49
N -2.455722 -0.939620 3.321466 0.0 0.1 0.0 0.31
C -1.579139 -1.996825 3.798787 0.0 -0.1 0.0 -0.84
C -2.073416 0.332435 3.056775 -0.2 -0.3 -0.1 -0.35
S -0.441080 0.876058 3.215475 -0.1 0.2 -0.1 -0.32
C -1.691232 2.884370 0.192074 -0.1 -0.1 -0.4 -0.41
S -0.125393 3.053284 0.915206 0.3 0.1 0.1 -0.38
H -1.245205 3.165274 -3.116532 0.0 0.0 0.0 0.33
H -0.085820 2.346814 -2.042764 0.0 0.0 0.0 0.29
H -0.287438 4.102573 -1.948658 0.0 0.0 0.0 0.35
H -3.588581 2.917769 -2.434137 0.0 0.0 0.0 0.58
H -4.878458 2.537457 -0.022981 0.0 0.0 0.0 0.56
H -2.423539 3.148800 2.930644 0.0 0.0 0.0 -0.01
H -4.368948 2.884650 2.438188 0.0 0.0 0.0 -0.16
H -5.203685 0.486954 2.352462 0.0 0.0 0.0 0.52
H -4.334497 -1.982022 3.222441 0.0 0.0 0.0 0.45
H -2.149427 -2.920856 3.846545 0.0 0.0 0.0 0.32
H -1.194000 -1.757146 4.787092 0.0 0.0 0.0 0.34
H -0.737164 -2.117649 3.120596 0.0 0.0 0.0 0.32
N 1.944730 0.415543 -0.218759 -0.5 0.4 0.0 -0.64
C 3.046741 0.050892 -0.318164 -0.1 0.0 -0.1 0.58
C 4.346283 -0.369657 -0.462100 0.2 -0.1 0.0 -0.05
C 4.599346 -1.720403 -0.814253 -0.1 0.0 0.0 0.15
N 4.773803 -2.825265 -1.095470 0.0 0.0 0.0 -0.46
C 5.408262 0.543931 -0.230333 -0.1 0.0 0.0 0.13
N 6.264230 1.293330 -0.043156 0.0 0.0 0.0 -0.45
C -4.243125 -1.281333 -1.044288 0.0 0.0 -0.1 -1.49
C -2.923814 -1.356381 -1.822036 0.0 0.0 0.0 1.78
C -3.107293 -0.740262 -3.205268 0.0 0.0 0.0 -1.58
C -2.465495 -2.805516 -1.952896 0.0 0.0 0.0 -1.93
N -1.844271 -0.571018 -1.191479 0.0 0.1 0.0 -0.22
N -1.525593 -0.900086 0.150936 0.2 -0.2 0.1 -0.13
H -5.021713 -1.839780 -1.566925 0.0 0.0 0.0 0.48
H -4.573187 -0.243391 -0.945759 0.0 0.0 0.0 0.24
H -4.155587 -1.712939 -0.044616 0.0 0.0 0.0 0.37
H -3.870612 -1.277941 -3.768305 0.0 0.0 0.0 0.44
H -2.168675 -0.773730 -3.759098 0.0 0.0 0.0 0.40
H -3.425853 0.303040 -3.120992 0.0 0.0 0.0 0.24
H -3.164838 -3.367253 -2.573271 0.0 0.0 0.0 0.46
H -2.421059 -3.301864 -0.980887 0.0 0.0 0.0 0.35
H -1.477206 -2.847729 -2.412788 0.0 0.0 0.0 0.42
H -2.111751 0.407487 -1.195523 0.1 0.0 0.0 -0.07
H -1.009000 -1.771520 0.149925 0.0 0.0 -0.1 0.26
H -2.356882 -1.026624 0.726994 0.0 0.0 0.0 -0.06
```
Forces are in eV/Å.

Values from the calculation:
Multiplicity: 1
Kohn-Sham gap: 5.95 eV
Total energy: -2057.4467 Eh
ΔE to the lowest compared entry with this formula, charge and spin: 17.4 kcal/mol



3.
A molecular structure, C16H24BaFN2O4PS2. Source: the Open Molecules 2025 dataset; level of theory: the ωB97M-V functional and the def2-TZVPD basis.

Structure (XYZ):
```
51
Properties=species:S:1:pos:R:3:forces:R:3:mulliken_charge:R:1
C 0.979007 -4.175951 0.393544 0.1 0.0 0.1 -0.79
O 0.849745 -3.373290 -0.753468 -0.2 0.0 -0.2 -0.39
C 1.365808 -2.071225 -0.596785 -0.1 -0.4 0.3 -0.18
C 1.568462 -1.502642 -1.976851 0.1 0.4 0.0 -1.13
C 1.786068 0.032371 -2.035312 0.0 -0.2 -0.1 -1.40
C 1.941207 0.694353 -0.690230 -0.7 0.2 -0.6 0.36
C 0.869638 1.496534 -0.147111 -0.2 0.0 0.1 0.62
C -0.325335 1.881675 -0.976656 -0.1 0.2 -0.3 -1.73
O -1.555444 1.182007 -0.729345 0.1 -0.1 0.4 -0.25
C -1.586817 -0.176771 -0.956201 -0.2 0.2 0.1 -0.01
O -2.861314 -0.449737 -1.520745 0.3 -0.5 -0.5 -0.40
C -3.825986 -1.056360 -0.748883 -0.3 0.1 0.1 -0.37
C -4.768482 0.060467 -0.342021 -0.1 0.2 -0.2 0.02
O -6.086016 -0.564275 0.066536 0.4 -0.3 -0.1 -0.57
C 0.955286 2.040760 1.107998 -0.1 -0.1 0.0 -0.07
C -0.046529 2.952509 1.771289 0.1 0.1 -0.1 -1.39
C -1.489588 2.512507 1.892675 -0.2 -0.1 0.0 -0.27
F -2.331820 3.111031 0.950828 0.0 0.1 0.0 -0.30
C 2.128713 1.765555 1.851621 -0.3 0.2 0.3 0.85
N 2.346693 2.188360 3.113066 0.0 -0.1 -0.2 -0.68
S 3.780602 1.627241 3.502925 0.3 0.0 0.4 0.16
N 4.203286 0.857005 2.188357 -0.1 -0.1 -0.2 -0.55
C 3.192875 1.011539 1.312778 0.3 -0.1 0.0 0.70
C 3.098546 0.498091 -0.010994 0.9 -0.3 0.5 0.62
P 4.545160 -0.341228 -0.765442 0.8 0.1 0.2 0.28
S 6.312237 -0.135650 -0.025657 -0.2 0.0 0.0 -0.34
H 0.337004 -5.038538 0.259937 0.0 -0.2 0.0 0.28
H 0.673252 -3.645139 1.300015 -0.1 0.1 0.1 0.32
H 2.008886 -4.505797 0.526878 0.1 -0.1 0.0 0.31
H 2.304174 -2.100516 -0.033842 0.0 0.0 0.0 0.43
H 0.667954 -1.477662 0.008174 0.0 0.1 0.0 0.15
H 2.414416 -2.013575 -2.426308 0.0 -0.1 -0.1 0.43
H 0.696340 -1.752878 -2.576062 -0.1 -0.2 -0.1 0.53
H 2.675913 0.235374 -2.624247 0.0 0.0 -0.1 0.45
H 0.977383 0.465703 -2.601583 -0.1 0.1 -0.1 0.20
H -0.575141 2.913867 -0.758370 -0.1 0.1 0.0 0.63
H -0.122260 1.826670 -2.039035 0.1 0.0 -0.2 0.53
H -0.835761 -0.519813 -1.663224 0.0 0.1 -0.1 -0.03
H -1.486532 -0.735284 -0.017092 0.0 -0.1 0.1 0.29
H -3.419235 -1.585196 0.122899 0.2 0.0 0.1 0.36
H -4.379882 -1.788133 -1.340642 0.0 0.0 -0.2 0.36
H -4.409952 0.674961 0.483711 0.1 0.0 0.1 0.13
H -4.975465 0.705095 -1.186544 -0.1 0.0 -0.1 0.21
H -6.440525 -0.082398 0.809587 0.1 3.5 -3.1 0.31
H 0.321320 3.108436 2.779032 0.1 0.1 0.1 0.40
H -0.019204 3.930700 1.290040 -0.1 0.1 0.0 0.51
H -1.585359 1.434829 1.757273 0.0 -0.1 0.1 0.13
H -1.879548 2.809445 2.862622 -0.1 0.0 0.1 0.37
H 4.445279 0.117154 -2.081554 -0.1 0.0 -0.1 0.07
H 4.133634 -1.674047 -0.903733 -0.2 0.0 -0.1 0.08
Ba -6.572693 -1.368133 2.176153 -0.6 -3.3 3.5 1.78
```
Forces are in eV/Å.

Values from the calculation:
Multiplicity: 1
Kohn-Sham gap: 2.25 eV
Total energy: -2296.8891 Eh
ΔE to the lowest compared entry with this formula, charge and spin: 0.0 kcal/mol
Total charge: +2



4.
A molecular structure, C16H24CdF12O8. Source: the Open Molecules 2025 dataset; level of theory: the ωB97M-V functional and the def2-TZVPD basis.

Structure (XYZ):
```
61
Properties=species:S:1:pos:R:3:forces:R:3:mulliken_charge:R:1
Cd -0.100379 -0.156709 0.026721 0.1 0.3 0.3 3.44
C -0.174205 2.952065 0.383879 -0.1 -1.3 -1.8 0.53
O 0.934271 2.532973 1.166602 -0.3 0.4 0.9 -0.23
O -0.748429 1.885211 -0.162866 -0.6 0.0 0.4 -1.18
C -1.201375 3.856682 1.108266 0.9 0.8 0.6 0.66
F -1.391487 3.647604 2.429065 -0.3 -0.5 -0.1 -0.27
F -0.740991 5.162924 1.058782 -0.2 0.0 -0.1 -0.32
F -2.384926 3.858651 0.514807 -0.3 0.0 0.0 -0.27
C 1.538122 3.478809 2.021898 1.5 0.5 -1.0 -0.44
C 2.893029 2.931314 2.472440 -0.4 -0.7 -0.2 -1.04
H 3.547770 2.832649 1.604807 0.0 0.2 0.0 0.16
H 3.358160 3.586000 3.209702 0.0 -0.1 0.1 0.35
H 2.773998 1.909251 2.833424 0.0 0.1 0.4 0.22
H 0.899776 3.806256 2.841857 0.0 -0.1 0.1 0.28
H 1.853321 4.343646 1.409083 -0.7 0.3 0.2 0.34
H 0.165046 3.569094 -0.478989 0.4 0.6 0.5 -0.06
C -2.182985 -2.058364 -1.718075 0.3 -1.0 -1.9 -0.39
O -3.358133 -1.644367 -2.468245 -0.5 -0.1 -0.4 -0.29
O -1.650404 -1.044710 -1.188754 0.6 1.6 1.3 -1.06
C -2.636675 -3.110088 -0.693328 -1.8 0.9 0.8 0.84
F -1.719754 -3.429065 0.198290 0.8 -0.4 0.1 -0.28
F -3.679454 -2.599931 0.033638 0.0 0.1 0.0 -0.33
F -3.163552 -4.251382 -1.194238 0.5 -0.6 -0.4 -0.33
C -3.785625 -2.466590 -3.537762 0.5 0.0 0.6 -0.18
C -5.136243 -1.926163 -3.970027 0.1 -1.0 0.2 -1.28
H -5.053334 -0.881948 -4.256065 -0.1 0.0 -0.1 0.29
H -5.528508 -2.545109 -4.783949 0.0 0.2 -0.1 0.38
H -5.812679 -2.040936 -3.122161 -0.1 0.3 0.0 0.29
H -3.806863 -3.497924 -3.164065 -0.6 0.0 -0.4 0.27
H -3.077672 -2.492513 -4.385951 0.1 0.4 0.1 0.29
H -1.525975 -2.562396 -2.471367 -0.1 -0.5 0.0 0.10
C -0.228023 -1.151732 2.768734 -0.8 -1.2 -0.7 0.17
O -1.303938 -0.281373 2.352256 -0.3 0.0 1.0 -0.10
O 0.538790 -1.363039 1.736319 1.3 0.1 0.1 -1.09
C 0.366719 -0.528565 4.035939 0.1 0.8 -0.5 0.75
F 0.884403 0.692832 3.810398 0.0 -0.1 0.3 -0.18
F -0.607575 -0.387931 4.974519 0.1 0.0 0.2 -0.31
F 1.335433 -1.263860 4.612279 0.0 -0.2 -0.1 -0.31
C -2.587638 -0.802346 2.579130 -1.2 0.3 -0.6 -0.12
C -3.607378 0.175507 2.034336 -1.0 0.6 -0.3 -1.42
H -3.725791 1.112204 2.589194 0.4 -0.1 0.1 0.37
H -3.432958 0.442642 0.989455 0.4 -0.1 0.1 0.22
H -4.613882 -0.266054 2.024403 0.2 -0.2 0.2 0.39
H -2.815603 -0.999107 3.633801 0.4 0.0 0.1 0.27
H -2.792116 -1.715810 2.006657 0.6 -0.2 0.2 0.20
H -0.663757 -2.113929 3.125930 -0.3 0.1 0.3 0.12
C 2.765732 -0.105357 -1.759514 -1.1 -1.4 -2.1 -0.74
O 3.874289 -1.004375 -1.470887 0.3 1.0 0.7 -0.24
O 1.745520 -0.369327 -1.031106 0.1 0.1 1.2 -0.63
C 3.187714 1.370610 -1.789656 0.5 0.0 0.6 0.98
F 2.136611 2.167567 -1.963827 -0.1 0.1 0.1 -0.27
F 3.828339 1.750007 -0.662636 -0.1 0.1 0.0 -0.31
F 4.045299 1.666361 -2.810363 0.0 0.1 -0.2 -0.33
C 4.925892 -1.056427 -2.363836 1.0 -0.6 -1.8 -0.18
C 6.097725 -1.772496 -1.695176 -0.5 0.2 0.3 -1.24
H 5.960867 -2.853208 -1.694148 0.1 0.0 0.0 0.27
H 7.059832 -1.495018 -2.126015 0.0 -0.1 -0.2 0.37
H 6.065643 -1.415057 -0.663781 0.3 -0.2 0.1 0.31
H 5.330566 -0.146362 -2.827570 -0.4 0.6 1.0 0.24
H 4.646014 -1.557537 -3.317090 -0.3 -0.5 0.4 0.27
H 2.479430 -0.373776 -2.815154 0.7 0.5 -0.4 0.05
```
Forces are in eV/Å.

Values from the calculation:
Multiplicity: 1
Kohn-Sham gap: 7.50 eV
Total energy: -2592.1874 Eh
Total charge: -2